1.
9
Properties=species:S:1:pos:R:3 method="wB97M-V/def2-TZVPD" orbital_gap_ha=0.368 smiles="C#C[P@](O)(=S)S" e_tot_ha=-1290.9311 relative_energy_kj_mol=76.8
C -1.976 -0.467 -1.396
C -0.900 -0.091 -1.027
O 0.075 1.422 1.095
P 0.637 0.253 0.164
S 2.450 0.552 -0.477
S 0.454 -1.412 1.347
H -2.964 -0.654 -1.604
H 0.763 2.037 1.250
H 1.461 -1.640 0.649

***

2.
46
Properties=species:S:1:pos:R:3 method="wB97M-V/def2-TZVPD" orbital_gap_ha="0.243 / 0.186" spin_multiplicity=5 e_tot_ha=-7187.7141 relative_energy_kj_mol=0.0
Os 0.727 1.442 0.711
C -0.699 2.840 3.314
O -0.717 1.848 2.268
C -1.738 0.901 2.270
C -2.887 1.041 3.020
C -3.851 0.044 2.951
C -3.658 -1.068 2.143
C -2.503 -1.187 1.386
C -1.536 -0.201 1.453
N -0.310 -0.220 0.706
N -0.094 -1.283 0.053
C 1.018 -1.437 -0.728
C 2.070 -0.519 -0.914
O 2.123 0.696 -0.412
C 3.209 -0.897 -1.695
C 3.271 -2.095 -2.308
C 2.205 -3.042 -2.201
C 2.265 -4.279 -2.874
C 1.246 -5.186 -2.763
C 0.134 -4.879 -1.962
C 0.057 -3.681 -1.299
C 1.089 -2.726 -1.408
H -1.553 3.506 3.201
H 0.224 3.396 3.179
H -0.702 2.341 4.281
H -3.050 1.917 3.628
H -4.761 0.150 3.525
H -4.412 -1.842 2.096
H -2.344 -2.027 0.726
H 4.000 -0.165 -1.788
H 4.139 -2.357 -2.904
H 3.134 -4.498 -3.484
H 1.293 -6.130 -3.290
H -0.674 -5.593 -1.870
H -0.804 -3.452 -0.688
Se 0.760 0.820 -3.665
Te 0.773 2.923 -2.542
Te 3.469 3.449 -2.277
Se 3.621 3.198 0.212
F -2.487 3.701 0.812
Te -0.721 4.008 0.116
F 0.604 5.187 -0.762
F -1.090 5.633 1.025
F -1.658 4.523 -1.404
F -1.238 2.088 -0.677
O 2.054 3.115 0.838

***

3.
19
Properties=species:S:1:pos:R:3 method="wB97M-V/def2-TZVPD" charge=-1 orbital_gap_ha=0.327 e_tot_ha=-857.8607 relative_energy_kj_mol=214.0
C 2.315 2.516 0.828
C 1.244 2.213 0.347
C 0.571 -2.034 1.387
C -0.394 -0.452 -1.911
C 0.425 -0.996 0.489
C -0.624 -0.857 -0.482
O -1.372 1.586 -0.709
O -2.944 0.021 0.253
O -1.097 0.757 1.611
S -1.559 0.518 0.289
H 3.256 2.530 1.222
H 0.231 2.120 0.093
H 1.343 -2.024 2.066
H -0.295 -2.772 1.568
H 0.422 -1.037 -2.327
H -0.123 0.631 -1.895
H -1.230 -0.722 -2.612
H -1.400 -1.660 -0.441
H 1.232 -0.339 0.224

***

4.
26
Properties=species:S:1:pos:R:3 method="wB97M-V/def2-TZVPD" orbital_gap_ha=0.363 e_tot_ha=-573.8510 relative_energy_kj_mol=388.6
C 0.569 -1.608 -3.278
C 3.177 -1.118 -1.052
C -1.310 -1.142 -1.616
C 1.760 -1.665 0.796
C -0.110 -1.088 -2.167
C 2.007 -0.957 -0.261
C -1.558 -0.417 -0.354
C 0.336 -1.358 1.243
C 0.866 -0.159 -0.826
C -0.135 -0.244 0.323
C 1.165 1.173 -1.477
C -0.177 1.095 1.054
N 1.262 -2.078 -4.050
N 4.223 -1.006 -1.517
H -2.117 -1.517 -2.326
H 2.300 -2.330 1.521
H -1.913 0.479 -0.647
H -2.138 -0.874 0.397
H -0.328 -2.197 1.256
H 0.419 -1.170 2.301
H 0.141 1.695 -1.655
H 1.558 1.073 -2.475
H 1.689 1.907 -0.830
H 0.947 1.289 1.165
H -0.665 1.065 2.033
H -0.676 1.982 0.578

***

5.
6
Properties=species:S:1:pos:R:3 method="wB97M-V/def2-TZVPD" orbital_gap_ha=0.271 smiles="S=CI.II" e_tot_ha=-1329.9442 relative_energy_kj_mol=19.8
C 0.729 0.629 -0.203
S 2.018 0.120 -0.952
I -5.295 0.926 -0.240
I 0.160 2.623 0.205
I -3.730 -1.175 0.206
H 0.029 0.103 0.393

***

6.
75
Properties=species:S:1:pos:R:3 method="wB97M-V/def2-TZVPD" charge=-1 orbital_gap_ha="0.227 / 0.226" spin_multiplicity=7 e_tot_ha=-5630.5355 relative_energy_kj_mol=0.0
Eu -0.544 0.253 -0.142
C -3.210 -1.521 -1.793
C -3.837 -0.920 -0.567
C -5.246 -0.821 -0.483
C -5.813 -0.423 0.682
C -5.003 -0.147 1.810
C -5.560 0.156 3.072
C -4.720 0.370 4.127
C -3.322 0.318 3.958
C -2.722 0.058 2.734
S -0.985 0.039 2.577
C -3.600 -0.208 1.634
N -3.054 -0.560 0.419
H -3.655 -2.503 -1.976
H -2.145 -1.664 -1.637
H -3.365 -0.888 -2.669
H -5.846 -1.067 -1.352
H -6.893 -0.329 0.773
H -6.639 0.201 3.184
H -5.130 0.582 5.109
H -2.666 0.495 4.803
Br 2.698 0.784 -0.756
C 3.432 1.619 0.800
C 4.766 1.384 0.920
C 5.438 1.781 2.097
C 4.729 2.333 3.119
C 3.328 2.562 3.019
C 2.628 3.053 4.140
C 1.273 3.231 4.049
C 0.598 3.012 2.845
C 1.230 2.613 1.672
C 2.632 2.271 1.793
H 5.292 0.855 0.135
H 6.503 1.602 2.192
H 5.222 2.597 4.052
H 3.172 3.269 5.054
H 0.713 3.565 4.917
H -0.467 3.190 2.792
O 0.424 -3.979 0.172
C 0.671 -2.858 0.582
O 0.193 -1.759 0.064
C 1.582 -2.705 1.780
C 2.038 -1.472 2.223
C 2.892 -1.371 3.313
C 3.287 -2.521 3.983
C 2.827 -3.763 3.555
C 1.983 -3.853 2.457
H 1.727 -0.573 1.722
H 3.234 -0.395 3.640
H 3.946 -2.450 4.841
H 3.126 -4.661 4.080
H 1.619 -4.807 2.098
I -1.998 1.907 -2.266
C 0.466 2.572 0.434
H -0.448 3.152 0.511
H 1.009 2.853 -0.458
O 0.290 -0.460 -2.341
C 0.370 -0.674 -3.544
C 1.455 -0.048 -4.381
C 0.893 1.095 -5.248
C 0.246 0.619 -6.550
C -0.990 -0.261 -6.356
C -0.697 -1.568 -5.618
N -0.563 -1.414 -4.172
H 1.927 -0.809 -5.015
H 2.203 0.326 -3.687
H 1.710 1.779 -5.483
H 0.167 1.662 -4.654
H 0.991 0.060 -7.135
H -0.031 1.491 -7.150
H -1.418 -0.502 -7.335
H -1.751 0.289 -5.790
H 0.205 -2.032 -6.027
H -1.508 -2.274 -5.775
H -1.307 -1.741 -3.579

***

7.
17
Properties=species:S:1:pos:R:3 method="wB97M-V/def2-TZVPD" orbital_gap_ha=0.334 e_tot_ha=-346.8694 relative_energy_kj_mol=409.6
C -0.061 -1.631 -0.731
C -0.682 -0.236 -0.804
O -1.928 -0.003 -0.893
C -0.069 0.791 0.510
C 0.712 0.157 1.631
C 0.546 1.197 -0.707
O -1.183 1.449 0.927
H 0.972 -1.643 -1.096
H -0.665 -2.263 -1.388
H -0.090 -2.050 0.278
H 0.093 -0.573 2.163
H 0.968 0.945 2.347
H 1.637 -0.326 1.301
H 0.162 2.066 -1.234
H -0.064 0.222 -1.737
H 1.561 0.873 -0.931
H -1.909 1.024 0.364

***

8.
11
Properties=species:S:1:pos:R:3 method="wB97M-V/def2-TZVPD" orbital_gap_ha=0.352 smiles=Nc1[nH]ncc1Cl e_tot_ha=-741.1622 relative_energy_kj_mol=48.9
C 0.073 0.496 -0.088
C 0.121 -1.730 0.013
C -0.734 -0.615 -0.018
H -0.273 2.279 0.860
H -1.229 1.929 -0.436
H 2.208 0.543 -0.214
H -0.135 -2.789 0.081
N -0.303 1.842 -0.063
N 1.337 -0.019 -0.041
N 1.392 -1.355 -0.050
Cl -2.455 -0.580 -0.044

***

9.
76
Properties=species:S:1:pos:R:3 method="wB97M-V/def2-TZVPD" charge=+1 orbital_gap_ha="0.179 / 0.179" e_tot_ha=-1984.5342 relative_energy_kj_mol=440.1
Al 0.232 -0.295 0.286
C -0.631 -2.008 2.685
C 0.703 -1.925 2.117
C 0.667 -0.776 4.131
C -0.646 -1.282 3.890
C 1.503 -1.192 3.088
C -1.762 -2.809 2.181
H -1.597 -3.187 1.164
H -2.687 -2.218 2.180
H -1.934 -3.682 2.831
C -1.798 -1.074 4.787
H -2.631 -1.731 4.508
H -2.147 -0.032 4.755
H -1.524 -1.302 5.828
C 1.049 0.017 5.321
H 0.682 -0.472 6.236
H 0.617 1.030 5.284
H 2.141 0.102 5.400
C 2.971 -1.058 3.092
H 3.410 -1.737 3.843
H 3.275 -0.040 3.373
H 3.426 -1.300 2.124
C 1.292 -2.991 1.256
H 1.604 -3.844 1.889
H 2.183 -2.623 0.720
H 0.575 -3.368 0.516
C -1.685 0.929 -3.995
C -1.899 -0.394 -3.905
C -1.109 -1.420 -4.662
C 0.423 -1.154 -4.686
C 1.028 -0.494 -3.467
C 1.280 0.824 -3.417
C 0.694 1.884 -4.312
C -0.705 1.587 -4.918
H -1.474 -1.452 -5.705
H 0.651 -0.559 -5.588
H -1.308 -2.419 -4.244
H -0.580 1.008 -5.846
H -2.343 1.623 -3.446
H -2.821 -0.755 -3.428
H -1.142 2.560 -5.206
H 0.643 2.843 -3.764
H 2.097 1.208 -2.795
H 1.395 2.073 -5.147
H 0.919 -2.133 -4.834
H 1.470 -1.184 -2.729
P -1.808 0.095 -0.712
P 1.813 1.380 -0.021
C -0.812 1.532 -1.411
C 0.457 2.314 -0.825
H -1.544 2.282 -1.733
H -0.465 1.029 -2.315
H 0.957 2.856 -1.635
H 0.089 3.063 -0.109
C 2.427 2.327 1.382
H 2.939 1.658 2.092
H 1.611 2.852 1.900
H 3.150 3.053 0.977
C 3.279 0.745 -0.877
H 3.781 1.587 -1.371
H 3.011 -0.027 -1.612
H 3.949 0.285 -0.136
C -3.580 0.341 -0.902
H -4.105 -0.575 -0.577
H -3.867 0.568 -1.941
H -3.895 1.173 -0.245
C -1.330 -1.521 -1.504
H -0.883 -2.235 -0.800
H -0.605 -1.368 -2.297
H -2.217 -1.986 -1.925
B -1.287 2.604 3.559
C -0.815 1.645 2.473
N -0.440 0.884 1.641
H -2.337 3.088 3.178
H -0.488 3.507 3.721
H -1.493 2.066 4.638

***

10.
143
Properties=species:S:1:pos:R:3 method="wB97M-V/def2-TZVPD" orbital_gap_ha=0.326 smiles="Cc1cccc(C[C@@](CCCBr)(CC(=O)I)O[C@@H](CCO[Si](C)(C)C)[C@](CC(=O)Cl)(NC[C@@H](O)CN)P(O)Cl)c1.COC(=O)OC.COC(=O)OC.COC(=O)OC.COC(=O)OC.COC(=O)OC" e_tot_ha=-7718.6677
C 5.146 1.230 2.297
C 4.477 1.447 0.970
C 5.153 2.037 -0.072
C 4.503 2.174 -1.273
C 3.220 1.735 -1.459
C 2.517 1.163 -0.416
C 1.103 0.609 -0.461
C 0.007 1.494 -1.112
C 0.312 2.947 -0.627
C 0.368 3.138 0.882
C 0.318 4.645 1.152
Br 0.173 4.999 3.056
C 0.128 1.600 -2.665
C 0.616 0.340 -3.350
O 1.690 -0.146 -3.213
I -0.689 -0.690 -4.769
O -1.299 1.217 -0.584
C -1.992 0.115 -1.147
C -1.471 -1.226 -0.599
C -1.220 -1.249 0.899
O -0.025 -2.019 1.131
Si 0.471 -2.040 2.722
C 0.516 -0.339 3.552
C -0.499 -3.261 3.777
C 2.246 -2.681 2.674
C -3.569 0.261 -0.840
C -3.936 1.467 0.001
C -3.608 1.370 1.455
O -3.469 0.389 2.102
Cl -3.516 2.978 2.249
N -4.110 -1.015 -0.370
C -5.557 -1.081 -0.105
C -5.903 -1.583 1.310
O -4.817 -2.246 1.893
C -6.494 -0.490 2.195
N -6.633 -0.947 3.595
P -4.485 0.628 -2.443
O -3.717 1.966 -3.011
Cl -3.999 -0.950 -3.713
C 3.178 1.034 0.787
H 4.555 1.574 3.138
H 5.238 0.149 2.420
H 6.161 1.605 2.308
H 6.167 2.377 0.047
H 5.020 2.628 -2.104
H 2.770 1.841 -2.428
H 1.174 -0.371 -0.923
H 0.792 0.458 0.563
H -0.553 3.518 -0.978
H 1.171 3.361 -1.139
H -0.501 2.695 1.346
H 1.292 2.789 1.329
H -0.467 5.129 0.586
H 1.252 5.087 0.822
H -0.846 1.856 -3.079
H 0.773 2.431 -2.913
H -1.912 0.023 -2.231
H -0.500 -1.350 -1.081
H -2.054 -2.067 -0.949
H -1.155 -0.265 1.347
H -2.036 -1.810 1.353
H 0.359 0.453 2.827
H -0.297 -0.269 4.272
H 1.476 -0.234 4.043
H -0.858 -4.115 3.213
H 0.206 -3.637 4.516
H -1.304 -2.765 4.313
H 2.297 -3.763 2.725
H 2.891 -2.186 3.392
H 2.624 -2.416 1.684
H -5.021 1.606 -0.005
H -3.556 2.391 -0.408
H -3.957 -1.652 -1.140
H -5.990 -1.820 -0.772
H -6.114 -0.164 -0.286
H -6.707 -2.320 1.202
H -5.051 -2.523 2.782
H -5.993 0.470 2.091
H -7.505 -0.335 1.817
H -6.062 -0.337 4.170
H -7.584 -0.743 3.874
H -4.358 2.374 -3.603
H 2.657 0.576 1.615
C 3.974 2.336 8.211
O 5.239 1.669 8.221
C 5.739 1.431 7.011
O 5.224 1.723 5.965
O 6.908 0.811 7.158
C 7.560 0.493 5.927
H 3.683 2.468 9.249
H 4.057 3.311 7.736
H 3.225 1.731 7.704
H 7.781 1.397 5.364
H 6.948 -0.183 5.332
H 8.491 -0.003 6.186
C 1.081 4.476 -9.229
O 0.317 4.580 -8.025
C -0.531 3.571 -7.828
O -0.688 2.629 -8.557
O -1.174 3.789 -6.682
C -2.123 2.774 -6.342
H 1.724 5.350 -9.267
H 1.697 3.579 -9.217
H 0.428 4.474 -10.099
H -1.630 1.813 -6.215
H -2.901 2.704 -7.101
H -2.568 3.067 -5.400
C -7.248 -3.474 4.925
O -6.832 -4.803 5.270
C -7.511 -5.349 6.274
O -8.409 -4.830 6.885
O -7.027 -6.572 6.489
C -7.670 -7.278 7.551
H -6.634 -3.147 4.107
H -8.290 -3.476 4.605
H -7.109 -2.799 5.767
H -8.727 -7.421 7.332
H -7.548 -6.750 8.494
H -7.186 -8.248 7.619
C 0.860 -3.966 -3.910
O -0.329 -4.750 -3.781
C -0.396 -5.783 -4.617
O 0.432 -6.088 -5.433
O -1.545 -6.423 -4.393
C -1.750 -7.563 -5.228
H 0.790 -3.164 -3.181
H 1.742 -4.565 -3.693
H 0.929 -3.533 -4.905
H -0.970 -8.305 -5.065
H -1.782 -7.272 -6.276
H -2.710 -7.987 -4.946
C 9.496 5.483 -3.925
O 8.317 4.686 -3.801
C 8.235 3.692 -4.683
O 9.045 3.433 -5.533
O 7.099 3.033 -4.459
C 6.876 1.929 -5.339
H 9.438 6.248 -3.156
H 10.387 4.880 -3.763
H 9.536 5.961 -4.902
H 7.663 1.186 -5.231
H 6.812 2.266 -6.372
H 5.927 1.486 -5.050

***

11.
30
Properties=species:S:1:pos:R:3 method="wB97M-V/def2-TZVPD" orbital_gap_ha=0.360 smiles="N[C@@H](CO)C(=O)N[C@@H](CCC(=O)O)C(=O)O" e_tot_ha=-874.1785 relative_energy_kj_mol=238.8
C 2.589 -0.693 -0.210
C 1.254 -0.622 0.589
C 2.762 0.780 -0.634
C -1.133 -1.162 0.753
C -2.064 -1.463 -0.442
C -1.570 0.141 1.449
C -2.453 1.208 0.736
C -1.794 2.050 -0.412
H 3.664 -2.271 -1.147
H 2.853 -1.309 -2.063
H 3.249 -0.959 0.718
H 1.884 1.061 -1.245
H 3.559 0.793 -1.334
H 2.086 1.619 0.933
H 0.109 -0.974 -0.986
H -1.084 -1.916 1.553
H -0.655 0.592 1.755
H -2.212 -0.113 2.343
H -3.236 0.831 0.146
H -2.915 1.852 1.426
H -0.141 2.516 -1.118
H -3.816 -2.157 -0.522
N 2.800 -1.748 -1.143
N 0.086 -0.934 0.026
O 1.295 0.033 1.659
O 2.859 1.725 0.341
O -1.964 -0.995 -1.544
O -2.495 2.514 -1.264
O -0.437 1.976 -0.358
O -3.083 -2.375 -0.007

***

12.
9
Properties=species:S:1:pos:R:3 method="wB97M-V/def2-TZVPD" orbital_gap_ha=0.351 e_tot_ha=-849.0986 relative_energy_kj_mol=270.9
C -0.067 0.497 -0.647
C 0.415 0.389 0.779
O -0.996 -1.283 -0.947
F -0.877 1.352 -1.072
F 0.856 0.331 -1.598
F 1.175 -0.758 0.931
F 1.178 1.402 1.182
I -1.255 0.053 1.987
H -0.429 -1.983 -0.616